The following is a quantum chemistry calculation of a 5-piece molecular cluster, C21H26O11 overall, from the Open Molecules 2025 dataset.

Results
* HOMO energy: -0.324 Eh
* ΔE to the lowest compared entry with this formula, charge and spin: 0.0000 eV
* calculated total energy: -1643.14291 Eh
* LUMO: -2.113 eV
* SMILES: O=C1C=C(O)C(=O)C=C1O.O=C1C=C(O)C(=O)C=C1O.CC(C)=O.CC(C)=O.CC(C)=O
* gap between HOMO and LUMO: 6.70 eV

Element x y z (Å)
C: -0.9964 1.3187 0.7451
C: -1.4627 -0.0926 0.4689
C: -2.6373 -0.2648 -0.4556
O: -3.0989 -1.3762 -0.5443
C: -3.0363 0.8172 -1.2449
C: -2.5967 2.2644 -0.8907
C: -1.6254 2.4714 0.1242
O: -1.1912 3.5970 0.4436
O: -3.0513 3.3764 -1.5170
O: -0.9520 -1.1084 1.1993
H: -0.1751 1.5488 1.5432
H: -3.9019 0.6140 -1.8772
H: -3.6518 3.0547 -2.1403
H: -1.4158 -1.8620 0.7621
C: 3.1123 5.6482 -1.6837
C: 3.4543 4.3819 -2.2337
C: 2.9259 3.1821 -1.6201
O: 3.0043 2.0294 -2.2236
C: 2.2708 3.2727 -0.3259
C: 2.0065 4.6052 0.3025
C: 2.3259 5.8159 -0.3817
O: 1.9360 6.8706 -0.0539
O: 1.5857 4.6557 1.6046
O: 4.1302 4.3514 -3.4981
H: 3.4329 6.5669 -2.3204
H: 2.0346 2.2557 0.2240
H: 1.3168 3.6849 1.7010
H: 4.0565 3.4276 -3.5190
C: -2.9410 -6.7552 -0.2687
C: -3.0349 -5.6515 0.6750
O: -2.3089 -4.6665 0.4676
C: -3.9562 -5.8031 1.9644
H: -2.2420 -7.6107 0.0683
H: -2.6437 -6.5283 -1.3472
H: -4.0665 -7.3173 -0.5434
H: -4.2400 -4.9231 2.1929
H: -3.1092 -6.1235 2.6680
H: -4.7351 -6.4840 1.9589
C: 2.1764 1.0149 4.8126
C: 2.5278 1.0334 3.3588
O: 2.0797 1.9784 2.6821
C: 3.3782 -0.0308 2.6920
H: 1.6817 1.8438 5.0216
H: 3.1485 0.9410 5.3916
H: 1.5757 0.1928 5.1002
H: 2.9391 -1.0531 2.8788
H: 4.3584 -0.1188 3.1143
H: 3.4839 -0.0541 1.6126
C: 0.9380 -1.2714 -2.4835
C: -0.0067 -2.3490 -2.2175
O: 0.1652 -3.1526 -1.3811
C: -1.2435 -2.3036 -3.1602
H: 1.6861 -1.4320 -1.8519
H: 0.4954 -0.2225 -2.2460
H: 1.2254 -1.2387 -3.6299
H: -2.3253 -2.5801 -2.6011
H: -1.3555 -3.0949 -3.9194
H: -1.4511 -1.3467 -3.5983

***

The following is a quantum chemistry calculation of C21H27AsBN4O4S2V as an isolated structure, from the Open Molecules 2025 dataset.

Results
* HOMO energy (alpha / beta): -0.040 / -0.040 Eh
* charge: -2
* ΔE to the lowest compared entry with this formula, charge and spin: 0.3449 eV
* calculated total energy: -5337.67616 Eh
* LUMO (alpha / beta): 4.554 / 4.554 eV
* 2S+1: 3
* gap between HOMO and LUMO (alpha / beta): 5.65 / 5.64 eV

Element x y z (Å)
V: 0.7045 1.5728 0.9931
O: 4.0355 3.5493 -0.1371
C: 3.1490 2.7639 0.1360
O: 2.1445 2.9668 0.9306
C: 3.0993 1.3347 -0.5127
O: 3.9881 0.9019 -1.2149
O: 1.9818 0.7142 -0.2334
C: -2.1181 -1.2942 3.3312
C: -0.9096 -0.5640 2.7898
S: -0.9993 -0.0130 1.1120
C: 0.1847 -0.3644 3.5452
C: 0.2355 -0.8667 4.9700
S: 1.6181 0.4563 2.9405
H: -2.9089 -1.3250 2.5821
H: -2.5239 -0.8049 4.2241
H: -1.8805 -2.3276 3.6134
H: -0.1429 -1.8906 5.0595
H: -0.3700 -0.2407 5.6368
H: 1.2604 -0.8461 5.3404
B: -2.3768 3.2984 0.5495
N: -1.4667 3.6570 1.7694
C: -1.7593 4.5763 2.6927
C: -0.8367 4.4954 3.7222
C: 0.0156 3.4643 3.3286
N: -0.3698 2.9623 2.1588
N: -1.4925 3.0441 -0.7207
C: -1.8481 3.3139 -1.9781
C: -0.8245 2.9326 -2.8289
C: 0.1520 2.4277 -1.9710
N: -0.2573 2.4963 -0.7037
H: -3.0557 2.3296 0.7941
H: -3.0574 4.2859 0.3228
H: -2.6104 5.2219 2.5498
H: -0.7887 5.0911 4.6179
H: 0.8940 3.0551 3.8005
H: -2.8057 3.7672 -2.1767
H: -0.7882 3.0078 -3.9025
H: 1.1224 2.0214 -2.2045
C: 2.0962 -2.1942 -4.2914
As: 1.8970 -0.9333 -2.7759
C: 2.6597 -2.1227 -1.4324
C: -0.0378 -1.2713 -2.4311
C: -0.4422 -2.6944 -2.2273
C: -0.4318 -3.2501 -0.9439
C: -0.7477 -4.5858 -0.7452
C: -1.0845 -5.4025 -1.8196
C: -1.1143 -4.8592 -3.0971
C: -0.7986 -3.5200 -3.2943
H: 1.8341 -3.2204 -4.0247
H: 3.1382 -2.1613 -4.6155
H: 1.4689 -1.8699 -5.1253
H: 2.3085 -3.1478 -1.5596
H: 2.3927 -1.7408 -0.4484
H: 3.7437 -2.0703 -1.5362
H: -0.5594 -0.8200 -3.2777
H: -0.2494 -0.6834 -1.5367
H: -0.1913 -2.6072 -0.1037
H: -0.7353 -4.9894 0.2606
H: -1.3245 -6.4476 -1.6618
H: -1.3848 -5.4786 -3.9452
H: -0.8317 -3.1008 -4.2945

***

The following is a quantum chemistry calculation of a 11-piece molecular cluster, C21H27BCl30O overall, from the Open Molecules 2025 dataset.

Results
* HOMO energy: -0.322 Eh
* ΔE to the lowest compared entry with this formula, charge and spin: 1.9707 eV
* calculated total energy: -14722.11408 Eh
* LUMO: 0.250 eV
* SMILES: CCCCOBCc1ccccc1.ClC(Cl)Cl.ClC(Cl)Cl.ClC(Cl)Cl.ClC(Cl)Cl.ClC(Cl)Cl.ClC(Cl)Cl.ClC(Cl)Cl.ClC(Cl)Cl.ClC(Cl)Cl.ClC(Cl)Cl
* gap between HOMO and LUMO: 9.01 eV

Element x y z (Å)
C: 4.9119 -1.1301 0.4770
C: 4.5591 0.3921 0.3154
C: 4.2904 0.8094 -1.2062
C: 2.7623 0.7052 -1.5761
O: 2.4088 -0.5187 -2.2845
B: 1.6545 -1.3023 -1.3906
C: 0.1924 -1.9331 -1.7385
C: -0.8227 -1.0089 -0.9552
C: -0.6742 0.4323 -1.0693
C: -1.5910 1.2928 -0.3016
C: -2.6260 0.7275 0.5419
C: -2.7604 -0.7399 0.5870
C: -1.8636 -1.6311 -0.1517
H: 4.1051 -1.8306 0.1556
H: 5.8183 -1.3737 -0.1447
H: 5.1427 -1.3040 1.5638
H: 3.6706 0.7285 0.9104
H: 5.4689 0.9713 0.6399
H: 4.5579 1.9071 -1.2460
H: 4.9735 0.2904 -1.9215
H: 2.1582 0.7853 -0.6259
H: 2.4879 1.6233 -2.1701
H: 2.0456 -1.5085 -0.2861
H: -0.0211 -1.9719 -2.8344
H: 0.1176 -2.9639 -1.2629
H: 0.0795 0.9566 -1.6913
H: -1.4521 2.4007 -0.3631
H: -3.3037 1.4118 1.1285
H: -3.5668 -1.1561 1.2123
H: -2.0097 -2.7307 -0.0730
C: 0.2985 5.1601 -0.5158
Cl: -1.3894 4.8120 -0.1201
Cl: 1.3846 4.1958 0.4920
Cl: 0.6043 4.8569 -2.2301
H: 0.4862 6.2119 -0.3140
C: 0.6012 -6.0902 -1.7132
Cl: 2.0215 -5.1418 -1.2661
Cl: 0.9137 -7.8145 -1.4868
Cl: -0.8036 -5.5763 -0.7736
H: 0.3884 -5.9169 -2.7636
C: -6.3474 -2.7740 -0.5716
Cl: -4.9220 -1.8267 -0.1090
Cl: -6.0433 -4.5022 -0.3513
Cl: -7.7619 -2.2661 0.3613
H: -6.5514 -2.5955 -1.6230
C: 0.0326 9.5709 0.7214
Cl: -0.2379 10.3792 -0.8253
Cl: -0.7317 10.4687 2.0357
Cl: -0.5740 7.9087 0.6687
H: 1.1015 9.5379 0.9070
C: 7.0163 -0.3769 4.2153
Cl: 6.7926 0.9586 3.0781
Cl: 7.6147 0.2203 5.7663
Cl: 5.5054 -1.2676 4.4346
H: 7.7558 -1.0557 3.8028
C: -6.9350 1.5946 2.0291
Cl: -7.6252 0.4227 3.1588
Cl: -5.3475 1.0564 1.4647
Cl: -8.0220 1.8528 0.6602
H: -6.8104 2.5381 2.5506
C: -2.2214 0.9357 -4.6921
Cl: -1.3802 -0.6073 -4.8770
Cl: -3.5327 0.7925 -3.5170
Cl: -1.0903 2.2075 -4.2124
H: -2.6506 1.2063 -5.6513
C: 5.7742 -1.2362 9.2980
Cl: 6.9873 -2.2767 8.5428
Cl: 6.5293 -0.1539 10.4738
Cl: 4.8971 -0.3116 8.0746
H: 5.0641 -1.8670 9.8226
C: 4.2374 -7.1244 -3.5224
Cl: 5.0316 -8.7009 -3.4402
Cl: 5.4314 -5.8337 -3.6941
Cl: 3.0774 -7.0810 -4.8565
H: 3.6958 -6.9665 -2.5950
C: -10.6868 2.0980 -2.0827
Cl: -9.9000 0.5190 -1.9825
Cl: -9.4872 3.3789 -2.2934
Cl: -11.8634 2.1254 -3.4010
H: -11.2146 2.2753 -1.1510

***

The following is a quantum chemistry calculation of C21H27Cl12N3 as an isolated structure, from the Open Molecules 2025 dataset.

Results
* HOMO energy: -0.305 Eh
* ΔE to the lowest compared entry with this formula, charge and spin: 16.3855 eV
* calculated total energy: -6502.02713 Eh
* LUMO: -0.264 eV
* gap between HOMO and LUMO: 8.03 eV

Element x y z (Å)
N: 0.0839 -1.8752 0.5871
C: 0.1253 -2.4975 -0.6039
C: -0.4498 -3.7436 -0.9112
C: -1.2478 -4.3336 0.0846
C: -1.3504 -3.6893 1.3404
C: -0.6737 -2.5153 1.5123
H: 0.5457 -1.9563 -1.4386
H: -0.4018 -4.1162 -1.9238
H: -1.7827 -5.2552 -0.0913
H: -1.9551 -4.0944 2.1383
H: -0.6930 -1.9909 2.4563
N: 3.0979 -1.3628 1.3462
C: 2.6780 -0.2013 0.7776
C: 3.4595 0.9870 0.6961
C: 4.5507 1.0034 1.5637
C: 4.8622 -0.0720 2.3472
C: 4.1261 -1.2702 2.2602
H: 1.7994 -0.3724 0.1733
H: 3.2491 1.8941 0.1490
H: 5.1062 1.9295 1.5760
H: 5.6637 0.0223 3.0649
H: 4.5222 -2.0900 2.8410
N: -2.2650 0.1694 -0.2763
C: -3.0895 -0.2054 0.7703
C: -3.5790 -1.4940 0.9267
C: -3.2051 -2.4736 -0.0092
C: -2.3804 -2.1449 -1.0957
C: -1.9286 -0.7887 -1.1799
H: -3.2839 0.5888 1.4759
H: -4.2618 -1.7958 1.7072
H: -3.6534 -3.4366 0.1857
H: -2.1747 -2.9160 -1.8234
H: -1.1976 -0.6096 -1.9545
C: -0.3888 3.6411 1.6367
Cl: 0.5369 3.6658 3.1918
Cl: -1.3719 5.1657 1.3962
H: 0.3145 3.5105 0.8143
H: -1.0698 2.7901 1.6344
C: 0.1730 0.3722 -4.3112
Cl: 1.8146 0.0708 -5.0313
Cl: -0.0163 2.0892 -3.9704
H: -0.5963 0.0802 -5.0260
H: 0.0825 -0.0878 -3.3272
C: 2.0658 1.8974 -2.6277
Cl: 3.5359 1.6612 -1.5986
Cl: 2.3054 3.0885 -3.9149
H: 1.8018 0.9784 -3.1512
H: 1.2827 2.2899 -1.9791
C: -0.4533 1.0418 3.1017
Cl: -1.1567 0.7070 1.4884
Cl: -1.5674 1.9286 4.1365
H: -0.3475 0.0891 3.6207
H: 0.4446 1.6545 3.0221
C: 0.1094 0.4135 -0.2374
Cl: 0.8337 1.9453 0.3397
Cl: 0.9478 0.0504 -1.7827
H: 0.1414 -0.4408 0.4388
H: -0.9229 0.5886 -0.5407
C: -2.7040 2.3580 -1.2022
Cl: -1.7634 1.2075 -2.1665
Cl: -1.7600 2.9795 0.1438
H: -2.9793 3.1681 -1.8775
H: -3.5892 1.8024 -0.8925

***

Which value of calculated total energy does entry 4 give?
-6502.02713 Eh

***

What is the formula in the first record?
C21H26O11